A structure of composition C4H4MgO6 at a distorted geometry. Source: OMol25; level of theory: ωB97M-V/def2-TZVPD.

Computed properties:
Kohn-Sham gap (alpha / beta) ... 4.1 / 5.2 eV
Electronic energy ... -21934.0098 eV
Total charge ... +1
Relative energy (zero: lowest compared OMol25 entry of this formula, charge and spin) ... 13.6 kJ/mol
Largest force on an atom ... 3.08 eV Å⁻¹
Multiplicity ... 2
Expectation value of S² ... 0.7527
Lowest unoccupied orbital energy (alpha / beta) ... -7.59 / -7.62 eV

```
15
Properties=species:S:1:pos:R:3:forces:R:3
O -1.05019 -2.40928 -2.05465 -0.3 -1.2 -0.5
C -1.01569 -1.83139 -0.93271 0.7 1.0 -0.1
O -1.45814 -2.41567 0.09754 -0.8 -1.0 0.5
O -0.49447 -0.61912 -0.88067 -0.3 -1.3 -0.7
O -0.68867 1.50710 -0.28889 -1.5 -0.7 0.5
C 0.62464 1.98096 -0.16902 1.6 -1.1 1.7
C -0.85138 0.23950 0.14432 -0.4 1.1 -0.2
Mg -1.96597 -3.95034 -1.11877 0.8 1.6 0.1
H 0.59299 3.05221 0.05755 0.1 -0.3 -0.2
H 1.23781 1.71950 -1.04330 -0.3 0.3 0.2
H -1.74763 -0.02171 0.71232 0.3 0.2 -0.2
C 1.21758 1.17452 1.10184 0.5 3.0 -0.2
O 0.98555 1.46303 2.24828 -0.5 -0.7 -0.6
H 2.41778 -0.25871 1.41494 0.2 0.3 0.3
O 2.19579 0.36939 0.71121 0.1 -1.3 -0.6
```
Positions in Å, forces in eV/Å.

natural (NBO) analysis output, partial charges in e: O -0.83; C 0.97; O -0.86; O -0.48; O -0.49; C -0.15; C 0.39; Mg 1.84; H 0.23; H 0.20; H 0.18; C 0.74; O -0.56; H 0.50; O -0.68



The molecule C4H4N2 at a distorted geometry. Source: OMol25; level of theory: ωB97M-V/def2-TZVPD.

Computed properties:
SMILES ... C=C1C=NN=C1
Kohn-Sham gap ... 8.9 eV
Electronic energy ... -7189.1831 eV
Relative energy (zero: lowest compared OMol25 entry of this formula, charge and spin) ... 338.2 kJ/mol
Largest force on an atom ... 6.45 eV Å⁻¹
Multiplicity ... 1
Lowest unoccupied orbital energy ... -1.07 eV

```
10
Properties=species:S:1:pos:R:3:forces:R:3
C 1.42669 0.57502 0.65038 0.3 -2.5 0.4
C 0.30127 0.11725 0.07448 -1.6 0.3 -0.7
C -0.82559 0.77730 -0.73856 0.7 2.0 0.5
N -1.75434 0.02348 -1.19711 1.3 -0.2 1.7
N -1.46830 -1.28494 -0.58913 2.9 0.8 0.4
C -0.30149 -1.18154 0.05955 -3.6 -5.1 1.5
H 1.75603 1.58525 0.33692 0.2 -0.7 1.0
H 2.01241 -0.29083 1.32887 -1.2 3.1 -2.0
H -0.93366 1.87101 -0.65918 0.2 -0.4 -1.0
H -0.21301 -2.19200 0.73377 0.8 2.8 -1.7
```
Positions in Å, forces in eV/Å.

natural (NBO) analysis output, partial charges in e: C -0.26; C -0.20; C 0.05; N -0.24; N -0.24; C -0.01; H 0.23; H 0.24; H 0.20; H 0.23



Question: Among the records above, which one has the lowest multiplicity?
Answer: C4H4N2



Question: Which of these has the highest multiplicity?
Answer: C4H4MgO6



Please write out number 1 again, unchanged.
A structure of composition C4H4MgO6 at a distorted geometry. Source: OMol25; level of theory: ωB97M-V/def2-TZVPD.

Computed properties:
Kohn-Sham gap (alpha / beta) ... 4.1 / 5.2 eV
Electronic energy ... -21934.0098 eV
Total charge ... +1
Relative energy (zero: lowest compared OMol25 entry of this formula, charge and spin) ... 13.6 kJ/mol
Largest force on an atom ... 3.08 eV Å⁻¹
Multiplicity ... 2
Expectation value of S² ... 0.7527
Lowest unoccupied orbital energy (alpha / beta) ... -7.59 / -7.62 eV

```
15
Properties=species:S:1:pos:R:3:forces:R:3
O -1.05019 -2.40928 -2.05465 -0.3 -1.2 -0.5
C -1.01569 -1.83139 -0.93271 0.7 1.0 -0.1
O -1.45814 -2.41567 0.09754 -0.8 -1.0 0.5
O -0.49447 -0.61912 -0.88067 -0.3 -1.3 -0.7
O -0.68867 1.50710 -0.28889 -1.5 -0.7 0.5
C 0.62464 1.98096 -0.16902 1.6 -1.1 1.7
C -0.85138 0.23950 0.14432 -0.4 1.1 -0.2
Mg -1.96597 -3.95034 -1.11877 0.8 1.6 0.1
H 0.59299 3.05221 0.05755 0.1 -0.3 -0.2
H 1.23781 1.71950 -1.04330 -0.3 0.3 0.2
H -1.74763 -0.02171 0.71232 0.3 0.2 -0.2
C 1.21758 1.17452 1.10184 0.5 3.0 -0.2
O 0.98555 1.46303 2.24828 -0.5 -0.7 -0.6
H 2.41778 -0.25871 1.41494 0.2 0.3 0.3
O 2.19579 0.36939 0.71121 0.1 -1.3 -0.6
```
Positions in Å, forces in eV/Å.

natural (NBO) analysis output, partial charges in e: O -0.83; C 0.97; O -0.86; O -0.48; O -0.49; C -0.15; C 0.39; Mg 1.84; H 0.23; H 0.20; H 0.18; C 0.74; O -0.56; H 0.50; O -0.68



Question: Which formula does entry 1 have?
Answer: C4H4MgO6